Here is one molecule with the formula C5H8O2 from the OMol25 dataset. Energies are from ωB97M-V/def2-TZVPD.

```
15
Properties=species:S:1:pos:R:3:forces:R:3:mulliken_charge:R:1
C 1.5402 -0.4340 -0.4206 0.258 0.003 0.149 -1.316
C 0.0771 -0.1492 -0.3984 0.447 -0.070 0.843 0.912
O -0.5170 -0.1183 -1.7020 -0.532 -1.427 0.575 -0.520
C -0.8847 -1.2174 -0.4240 -0.207 0.208 -1.213 -0.614
C -0.3071 0.9820 1.7347 0.120 0.571 0.043 -1.081
C -0.4853 1.0218 0.4033 0.228 -0.256 -0.051 0.694
O -1.2103 1.7614 -0.3875 0.062 -0.667 -1.102 -0.726
H 1.7912 -1.2729 -1.0779 -0.131 0.104 0.103 0.399
H 2.0637 0.4579 -0.7667 0.045 -0.063 0.051 0.296
H 1.8647 -0.6602 0.5947 0.131 0.025 -0.036 0.298
H -1.0502 0.9350 -1.4839 -0.466 0.638 1.626 0.537
H -1.9242 -1.0344 -0.1607 0.325 0.231 0.029 0.306
H -0.5905 -2.2769 -0.4782 -0.022 0.578 -0.815 0.298
H -0.7803 1.7060 2.3813 0.025 0.064 0.016 0.311
H 0.4126 0.2994 2.1857 -0.284 0.061 -0.219 0.204
```
Forces are in eV/Å.

Properties
energy above the lowest of the compared OMol25 structures with the same formula, charge and spin: 3.789 eV
E_LUMO: 0.0000 Eh
frontier orbital gap: 7.94 eV
energy: -345.66571 hartree
multiplicity: 1